The following is a DFT calculation (ωB97M-V with the def2-TZVPD basis set) of a cluster of 10 separate species, C40H110N10O10 in total.

The geometry in XYZ format:
```
170
C40H110N10O10 | the Open Molecules 2025 dataset | ωB97M-V with the def2-TZVPD basis set
O 1.59 -6.57 -1.48
O 2.42 -4.41 3.73
O 6.20 -0.03 1.60
O -2.08 4.52 -0.69
O 1.68 2.67 2.62
O -8.88 -0.21 0.08
O -1.64 -0.69 -1.81
O -5.71 3.29 -4.97
O -1.82 -0.28 3.52
O 5.13 -3.30 -0.74
N 4.54 -8.07 0.09
N -4.50 -0.52 3.00
N 5.60 -5.47 1.42
N 1.80 -1.14 -0.67
N -3.13 5.86 -6.27
N -1.58 7.07 -3.28
N 3.55 1.30 0.81
N -6.35 -1.61 -0.18
N -0.40 5.47 1.54
N 3.56 -1.64 1.48
C 2.39 -3.63 2.45
C 2.27 2.29 3.84
C -2.07 5.07 -1.99
C 0.31 -1.29 -0.66
C 0.73 3.89 0.12
C -0.27 -1.03 -2.02
C 2.99 -6.70 -1.13
C 6.09 -4.33 -0.72
C 6.53 -4.64 0.68
C 2.54 -7.73 1.34
C 3.14 -7.86 -0.08
C -2.53 0.88 3.63
C 3.50 -2.58 2.59
C 4.36 -3.19 -1.96
C -10.06 0.08 0.73
C -2.26 -0.16 -2.93
C 3.56 -1.81 3.92
C -0.21 -0.36 0.41
C 0.96 3.92 2.66
C -7.65 0.24 0.74
C -4.72 1.79 2.81
C -3.77 0.66 2.70
C 4.84 3.30 0.25
C 7.76 -5.61 0.75
C -4.38 5.16 -6.03
C -5.79 1.95 -4.44
C -6.43 -0.18 -0.13
C 0.01 4.14 1.44
C -2.93 3.35 -0.61
C -2.13 7.31 -0.91
C -1.42 6.46 -1.95
C 1.23 -5.43 -2.26
C 7.16 -0.62 0.64
C -5.21 5.13 -7.32
C -4.41 3.77 -5.25
C 1.27 -5.19 3.92
C -0.66 -0.30 4.39
C 4.85 1.81 0.47
C 5.82 1.37 1.61
C -6.33 0.44 -1.53
H 7.24 -1.68 0.89
H -7.64 1.33 0.81
H 4.99 -7.32 0.60
H 8.55 -5.01 0.29
H 0.27 -0.23 -2.54
H 6.88 -4.11 -1.44
H 6.65 2.07 1.54
H -4.93 1.93 3.87
H 2.21 -1.30 0.24
H 2.78 1.33 3.78
H 3.74 -6.80 -1.92
H -7.07 -0.04 -2.18
H 2.80 -8.69 -0.70
H -1.93 6.99 0.12
H 2.65 -1.21 3.99
H -2.17 -0.88 -3.73
H -10.12 -0.48 1.66
H 0.21 0.33 4.20
H 0.50 -4.66 4.49
H -1.00 -0.09 5.40
H -3.07 5.20 -2.38
H 5.67 -5.17 -1.27
H -0.77 3.39 1.60
H 1.51 -6.07 4.51
H 2.73 -4.23 1.61
H 0.06 -2.34 -0.49
H 1.99 -0.16 -0.84
H -2.79 6.12 -5.36
H -0.87 5.43 2.43
H -1.76 8.33 -0.96
H -0.03 -1.93 -2.59
H 4.01 -2.13 0.72
H -5.46 1.08 -5.01
H 5.45 1.70 2.59
H -0.80 6.79 -3.85
H 3.48 -2.54 -1.97
H -4.39 -1.08 2.18
H -7.55 -0.37 1.64
H 5.80 3.81 0.31
H 1.54 -5.45 -3.30
H 1.65 4.76 2.70
H 8.16 -0.21 0.79
H 1.47 -7.61 1.23
H -5.85 -1.81 -1.03
H 4.75 -8.96 0.51
H -3.78 4.08 -4.41
H 1.45 -3.14 2.20
H -5.33 0.23 -1.89
H -5.31 1.94 -3.46
H 0.14 4.13 -0.77
H 0.38 3.96 3.58
H -3.79 3.30 -1.27
H -6.29 5.12 -7.18
H 2.77 3.07 4.42
H -4.92 4.31 -7.98
H 1.45 2.13 4.54
H -5.01 6.03 -7.90
H 0.89 -5.63 3.00
H -1.42 4.45 -2.61
H 0.95 2.83 0.04
H -1.87 0.82 -3.20
H 6.82 -3.73 1.20
H -1.10 5.30 0.83
H 0.33 -0.57 1.34
H -10.21 1.14 0.91
H -0.46 -1.37 4.41
H 5.43 1.37 -0.34
H 1.63 4.49 0.17
H -4.85 5.82 -5.30
H 3.56 0.29 0.81
H 4.30 3.64 1.14
H -3.96 3.00 -5.87
H -3.41 6.68 -6.78
H -3.72 -0.97 3.46
H -3.19 7.26 -1.13
H 0.10 0.67 0.25
H 1.54 -4.46 -1.85
H 3.64 -2.50 4.75
H 8.12 -5.82 1.75
H 5.81 -5.63 2.40
H -3.54 0.44 1.66
H 3.26 -5.80 -0.56
H 4.38 3.61 -0.68
H -5.54 -0.03 0.49
H -6.62 1.49 -1.62
H -0.36 6.40 -1.69
H -5.69 1.69 2.32
H -3.36 3.38 0.39
H 3.86 -4.06 -2.38
H 4.82 -4.83 1.47
H -6.86 1.81 -4.28
H -3.28 0.04 -2.59
H -1.85 1.65 3.29
H -2.42 2.40 -0.78
H -4.32 2.71 2.38
H 4.98 -2.79 -2.76
H 7.73 -6.48 0.10
H 6.73 -0.38 -0.33
H 4.29 -0.95 1.58
H 3.23 1.53 1.73
H 2.77 -8.54 2.05
H -1.27 -0.42 0.64
H -2.75 1.11 4.68
H 4.49 -1.24 4.00
H 4.43 -3.15 2.58
H -10.88 -0.20 0.07
H 0.14 -5.50 -2.27
H -7.25 -2.07 -0.26
H 3.02 -6.83 1.72
H -1.44 8.07 -3.31
```

The orbital gap is 9.157 eV. Its spin multiplicity is 1. As for the calculated total energy: -78628.682 eV. The molar mass is 891.38 g/mol. The energy above the lowest of the compared OMol25 structures with the same formula, charge and spin comes out at 7.085 eV. As for the net charge: 0.

Results of the Löwdin charge analysis, in e, for atoms 1 through 99: atom 1 (O): -0.1855, atom 2 (O): -0.1882, atom 3 (O): -0.2326, atom 4 (O): -0.2433, atom 5 (O): -0.2231, atom 6 (O): -0.2060, atom 7 (O): -0.1930, atom 8 (O): -0.1784, atom 9 (O): -0.2113, atom 10 (O): -0.2009, atom 11 (N): 0.0090, atom 12 (N): 0.0572, atom 13 (N): 0.0393, atom 14 (N): 0.0490, atom 15 (N): 0.0273, atom 16 (N): 0.0371, atom 17 (N): 0.0810, atom 18 (N): 0.0352, atom 19 (N): 0.0630, atom 20 (N): 0.0393, atom 21 (C): -0.1221, atom 22 (C): -0.1209, atom 23 (C): -0.2190, atom 24 (C): -0.4048, atom 25 (C): -0.0250, atom 26 (C): -0.2048, atom 27 (C): -0.1649, atom 28 (C): -0.2049, atom 29 (C): -0.3948, atom 30 (C): -0.0454, atom 31 (C): -0.4249, atom 32 (C): -0.2142, atom 33 (C): -0.4072, atom 34 (C): -0.0863, atom 35 (C): -0.1481, atom 36 (C): -0.1178, atom 37 (C): -0.0334, atom 38 (C): -0.0503, atom 39 (C): -0.1572, atom 40 (C): -0.1387, atom 41 (C): -0.0725, atom 42 (C): -0.4643, atom 43 (C): -0.0543, atom 44 (C): -0.0583, atom 45 (C): -0.4311, atom 46 (C): -0.0968, atom 47 (C): -0.4355, atom 48 (C): -0.4850, atom 49 (C): -0.0460, atom 50 (C): -0.0516, atom 51 (C): -0.4209, atom 52 (C): -0.1113, atom 53 (C): -0.0231, atom 54 (C): -0.0608, atom 55 (C): -0.1827, atom 56 (C): -0.1333, atom 57 (C): -0.0486, atom 58 (C): -0.4313, atom 59 (C): -0.1827, atom 60 (C): -0.0566, atom 61 (H): 0.0632, atom 62 (H): 0.1185, atom 63 (H): 0.0233, atom 64 (H): 0.0645, atom 65 (H): 0.1247, atom 66 (H): 0.1305, atom 67 (H): 0.1069, atom 68 (H): 0.0860, atom 69 (H): -0.0033, atom 70 (H): 0.0760, atom 71 (H): 0.1173, atom 72 (H): 0.0860, atom 73 (H): 0.1319, atom 74 (H): 0.0596, atom 75 (H): 0.0665, atom 76 (H): 0.0953, atom 77 (H): 0.0877, atom 78 (H): 0.0657, atom 79 (H): 0.0827, atom 80 (H): 0.0869, atom 81 (H): 0.1158, atom 82 (H): 0.1172, atom 83 (H): 0.1236, atom 84 (H): 0.0837, atom 85 (H): 0.1011, atom 86 (H): 0.1308, atom 87 (H): 0.0525, atom 88 (H): 0.0311, atom 89 (H): 0.0848, atom 90 (H): 0.0802, atom 91 (H): 0.1189, atom 92 (H): 0.0623, atom 93 (H): 0.0905, atom 94 (H): 0.1187, atom 95 (H): 0.0732, atom 96 (H): 0.0576, atom 97 (H): 0.0671, atom 98 (H): 0.1244, atom 99 (H): 0.0738



The following is a DFT calculation (ωB97M-V with the def2-TZVPD basis set) of a cluster of 4 separate species, C20H34F4N5O12SSi in total.

The geometry in XYZ format:
```
77
C20H34F4N5O12SSi | the Open Molecules 2025 dataset | ωB97M-V with the def2-TZVPD basis set
S -1.61 -1.82 2.18
Si -3.68 -0.11 0.95
F 0.80 -4.22 -3.04
F 2.18 -2.75 -2.15
F 1.28 -4.29 -0.94
F -0.16 -1.37 2.20
O 0.11 -3.72 6.02
O -2.54 -0.31 -2.26
O 6.21 3.21 -1.64
O -1.23 -5.25 6.95
O -2.26 -1.20 3.26
O 4.30 2.29 -0.97
O -1.72 -3.22 2.12
O -0.52 5.16 0.17
O 4.35 3.51 -2.86
O -2.54 4.29 -0.28
O 0.97 -5.24 7.44
O -1.89 4.64 1.85
N -2.22 -1.18 0.74
N -1.72 -1.16 -1.62
N 4.04 -0.51 -3.50
N -0.49 -2.40 -0.34
N -0.80 -1.80 -2.39
C -0.63 4.94 2.45
C -3.17 1.36 2.00
C -4.96 -1.12 1.91
C 4.90 3.05 -1.92
C 6.46 2.72 -0.32
C -2.09 -4.32 6.30
C -1.73 4.66 0.50
C 0.08 5.71 1.36
C -1.15 -3.62 5.35
C 1.08 -3.47 -1.98
C 0.04 -4.78 6.87
C 3.22 0.71 -3.62
C 2.29 0.69 -4.82
C 0.00 -0.26 -4.18
C 1.36 -0.52 -4.86
C -0.69 -1.61 -3.84
C -4.61 0.58 -0.51
C -1.49 -1.58 -0.35
C 5.32 1.74 -0.13
C -0.07 -2.56 -1.60
H -3.38 1.09 3.03
H -2.10 1.53 1.89
H -0.12 4.00 2.70
H 4.96 -0.37 -3.87
H 7.44 2.25 -0.26
H -0.13 6.78 1.39
H -0.77 5.52 3.36
H -5.01 -0.75 2.93
H -5.51 1.04 -0.11
H 4.98 1.68 0.90
H 1.68 1.59 -4.85
H -1.08 -4.13 4.39
H 6.42 3.55 0.38
H -0.09 -2.41 -4.26
H -4.95 -0.13 -1.26
H 2.63 0.84 -2.71
H 5.56 0.74 -0.48
H 1.17 -0.77 -5.91
H -3.74 2.25 1.75
H -2.51 -3.64 7.05
H -4.60 -2.15 1.99
H -3.38 -0.77 -2.44
H 4.12 -0.75 -2.52
H 3.89 1.55 -3.75
H -1.66 -1.70 -4.31
H -0.61 0.33 -4.85
H -1.41 -2.58 5.18
H 1.85 -1.38 -4.41
H 0.19 0.25 -3.24
H 1.15 5.56 1.35
H -2.91 -4.83 5.80
H -5.92 -1.13 1.41
H 2.89 0.70 -5.73
H -4.07 1.36 -1.04
```

The orbital gap is 7.902 eV. Its spin multiplicity is 1. As for the calculated total energy: -82887.163 eV. The molar mass is 672.66 g/mol. As for the net charge: +1.

Want to see where the charge sits? The Löwdin charges in e are: atom 1 (S): 0.5549, atom 2 (Si): 0.5511, atom 3 (F): 0.1914, atom 4 (F): 0.1842, atom 5 (F): 0.1857, atom 6 (F): -0.0628, atom 7 (O): 0.0602, atom 8 (O): 0.1191, atom 9 (O): 0.0728, atom 10 (O): 0.0652, atom 11 (O): -0.2260, atom 12 (O): 0.0392, atom 13 (O): -0.1946, atom 14 (O): 0.0667, atom 15 (O): 0.1585, atom 16 (O): 0.1521, atom 17 (O): 0.1791, atom 18 (O): 0.0468, atom 19 (N): -0.0924, atom 20 (N): 0.0028, atom 21 (N): 0.0154, atom 22 (N): 0.2368, atom 23 (N): 0.0669, atom 24 (C): -0.1133, atom 25 (C): -0.1451, atom 26 (C): -0.1437, atom 27 (C): -0.5769, atom 28 (C): -0.1100, atom 29 (C): -0.1128, atom 30 (C): -0.5809, atom 31 (C): -0.1093, atom 32 (C): -0.1313, atom 33 (C): -0.5547, atom 34 (C): -0.5649, atom 35 (C): -0.2698, atom 36 (C): -0.1892, atom 37 (C): -0.1431, atom 38 (C): -0.2073, atom 39 (C): -0.0610, atom 40 (C): -0.1658, atom 41 (C): -0.3044, atom 42 (C): -0.1165, atom 43 (C): -0.0699, atom 44 (H): 0.0316, atom 45 (H): 0.0337, atom 46 (H): 0.1300, atom 47 (H): 0.0705, atom 48 (H): 0.1361, atom 49 (H): 0.1367, atom 50 (H): 0.1353, atom 51 (H): 0.0408, atom 52 (H): 0.0614, atom 53 (H): 0.1317, atom 54 (H): 0.1182, atom 55 (H): 0.1167, atom 56 (H): 0.1356, atom 57 (H): 0.1233, atom 58 (H): 0.0288, atom 59 (H): 0.1078, atom 60 (H): 0.1277, atom 61 (H): 0.1192, atom 62 (H): 0.0455, atom 63 (H): 0.1347, atom 64 (H): 0.0296, atom 65 (H): 0.1420, atom 66 (H): 0.0489, atom 67 (H): 0.0855, atom 68 (H): 0.1326, atom 69 (H): 0.1205, atom 70 (H): 0.1110, atom 71 (H): 0.0866, atom 72 (H): 0.1152, atom 73 (H): 0.1328, atom 74 (H): 0.1334, atom 75 (H): 0.0384, atom 76 (H): 0.1146, atom 77 (H): 0.0402



The following is a DFT calculation (ωB97M-V with the def2-TZVPD basis set) of a structure of composition C6H11NO2.

The geometry in XYZ format:
```
20
C6H11NO2 | the Open Molecules 2025 dataset | ωB97M-V with the def2-TZVPD basis set
O 1.85 -0.89 -0.89
O -1.63 1.58 -0.45
N -1.72 -0.88 0.38
C -0.67 -0.29 1.29
C -0.75 -1.46 -0.58
C 2.14 0.69 0.78
C 1.45 -0.13 -0.10
C -0.30 1.18 -0.63
C -0.02 -0.18 0.04
H 3.45 0.43 1.10
H -0.17 1.15 -1.85
H -1.21 0.53 1.81
H -0.27 -2.58 -0.34
H -2.05 0.74 -0.42
H 1.15 0.87 2.02
H -0.98 -1.24 -1.62
H -0.11 -0.93 1.98
H -0.04 2.14 -0.09
H 2.02 2.05 -0.13
H -2.58 -1.41 0.82
```

The orbital gap is 9.369 eV. Its spin multiplicity is 1. As for the calculated total energy: -11975.728 eV. The molar mass is 129.16 g/mol. The energy above the lowest of the compared OMol25 structures with the same formula, charge and spin comes out at 10.540 eV. As for the net charge: 0.

Want to see where the charge sits? The Löwdin charges in e are: atom 1 (O): 0.1230, atom 2 (O): -0.0960, atom 3 (N): -0.0905, atom 4 (C): -0.1573, atom 5 (C): -0.0539, atom 6 (C): 0.0003, atom 7 (C): -0.7032, atom 8 (C): -0.2222, atom 9 (C): -0.5016, atom 10 (H): 0.1755, atom 11 (H): 0.1873, atom 12 (H): 0.1401, atom 13 (H): 0.1777, atom 14 (H): 0.0218, atom 15 (H): 0.2282, atom 16 (H): 0.1113, atom 17 (H): 0.1187, atom 18 (H): 0.1323, atom 19 (H): 0.2424, atom 20 (H): 0.1661



The following is a DFT calculation (ωB97M-V with the def2-TZVPD basis set) of a structure of composition C25H29N2O2S4Ti.

The geometry in XYZ format:
```
63
C25H29N2O2S4Ti | the Open Molecules 2025 dataset | ωB97M-V with the def2-TZVPD basis set
Ti -0.75 -0.25 0.18
S 1.22 0.35 1.89
S -3.37 0.17 0.01
S -1.74 -0.73 2.64
S -0.91 2.35 0.58
O -1.19 -2.28 0.21
O -0.80 0.47 -1.49
N 1.71 -0.70 -1.48
N 0.87 -1.12 -0.60
C -2.40 -3.08 0.02
C 0.80 2.29 -4.16
C 0.04 -4.23 1.10
C 2.44 -4.22 0.73
C 4.35 1.72 -5.04
C 0.77 -0.32 3.52
C 3.08 2.23 -5.06
C -0.67 -0.10 3.95
C 2.38 -2.98 0.13
C 1.28 -4.84 1.21
C -3.48 1.97 -0.23
C -3.32 0.11 2.86
C 1.45 0.35 -2.25
C 2.47 0.79 -3.18
C 4.69 0.75 -4.09
C -4.17 -0.13 1.62
C 0.00 -2.99 0.49
C 1.23 2.15 2.16
C 2.12 1.78 -4.13
C -0.18 1.88 -3.28
C -0.14 2.83 2.13
C -2.65 2.82 0.72
C 0.14 0.93 -2.32
C 3.78 0.29 -3.17
C 1.14 -2.36 0.02
H 5.09 2.06 -5.75
H -2.97 2.72 1.75
H -0.77 2.56 2.97
H -0.86 -0.67 4.87
H -3.09 -2.47 -0.55
H -0.85 -4.73 1.46
H 1.35 -5.81 1.68
H -5.08 0.46 1.65
H -4.48 -1.18 1.57
H -1.19 2.27 -3.35
H 1.75 2.33 3.10
H 1.47 0.10 4.23
H -2.74 3.87 0.43
H 2.79 2.98 -5.79
H -2.80 -3.35 1.00
H 3.27 -2.49 -0.24
H -3.82 -0.31 3.73
H 5.70 0.35 -4.08
H -3.19 2.12 -1.27
H -3.15 1.17 3.05
H 0.56 3.03 -4.91
H 1.00 -1.39 3.44
H 3.39 -4.73 0.83
H -2.12 -3.97 -0.55
H -4.53 2.24 -0.16
H 1.87 2.54 1.36
H 0.00 3.91 2.13
H -0.89 0.94 4.16
H 4.06 -0.46 -2.44
```

The orbital gap is 5.522 eV. Its spin multiplicity is 1. As for the calculated total energy: -99903.313 eV. The molar mass is 565.65 g/mol. As for the net charge: +3.

Want to see where the charge sits? The Löwdin charges in e are: atom 1 (Ti): 0.7598, atom 2 (S): 0.9592, atom 3 (S): 0.9418, atom 4 (S): 0.9464, atom 5 (S): 0.9735, atom 6 (O): -0.3152, atom 7 (O): -0.2350, atom 8 (N): 0.1857, atom 9 (N): -0.1329, atom 10 (C): 0.0226, atom 11 (C): 0.0773, atom 12 (C): 0.0232, atom 13 (C): -0.0160, atom 14 (C): -0.0142, atom 15 (C): -0.4405, atom 16 (C): 0.0198, atom 17 (C): -0.4315, atom 18 (C): 0.0285, atom 19 (C): -0.0083, atom 20 (C): -0.4410, atom 21 (C): -0.4313, atom 22 (C): -0.1066, atom 23 (C): -0.0819, atom 24 (C): -0.0045, atom 25 (C): -0.4370, atom 26 (C): -0.2185, atom 27 (C): -0.4422, atom 28 (C): -0.1455, atom 29 (C): 0.0331, atom 30 (C): -0.4348, atom 31 (C): -0.4151, atom 32 (C): -0.2467, atom 33 (C): 0.0028, atom 34 (C): -0.2103, atom 35 (H): 0.1295, atom 36 (H): 0.0813, atom 37 (H): 0.0756, atom 38 (H): 0.1137, atom 39 (H): 0.0793, atom 40 (H): 0.1350, atom 41 (H): 0.1332, atom 42 (H): 0.1143, atom 43 (H): 0.0927, atom 44 (H): 0.1332, atom 45 (H): 0.1140, atom 46 (H): 0.1131, atom 47 (H): 0.1141, atom 48 (H): 0.1340, atom 49 (H): 0.1090, atom 50 (H): 0.1279, atom 51 (H): 0.1143, atom 52 (H): 0.1285, atom 53 (H): 0.0895, atom 54 (H): 0.0764, atom 55 (H): 0.1458, atom 56 (H): 0.0960, atom 57 (H): 0.1315, atom 58 (H): 0.1286, atom 59 (H): 0.1136, atom 60 (H): 0.0980, atom 61 (H): 0.1162, atom 62 (H): 0.0817, atom 63 (H): 0.1151